Entry 1:
ORCA calculation (ωB97M-V/def2-TZVPD) on a single C3H5BrO molecule.

Positions of all 10 atoms, in Å:
C -0.47 -0.60 0.04
C -0.07 0.85 -0.17
O -0.02 1.85 0.83
C 1.15 1.58 0.23
Br 1.80 3.03 -0.90
H 0.08 -0.94 0.98
H -0.18 -1.02 -0.98
H -1.45 -0.70 0.14
H -0.56 1.18 -0.98
H 1.97 0.97 0.82

The SMILES is C[C@H]1O[C@@H]1Br. The orbital gap comes out at 11.02 eV. For the LUMO energy, the calculation gives 0.92 eV. The calculation puts the calculated total energy at -75279.8895 eV. The energy relative to the best compared isomer or geometry (same formula, charge and spin) comes out at 32.1 kcal per mole. The total charge is 0.

Entry 2:
ORCA calculation (ωB97M-V/def2-TZVPD) on a single C9H18N2O4 molecule.

Positions of all 33 atoms, in Å:
C -2.88 -0.78 -1.13
C -2.68 -0.15 0.13
C -2.88 -1.17 1.24
C -1.47 0.82 0.49
N -1.69 2.04 -0.19
C -0.20 -0.03 0.36
O 0.11 -0.96 1.09
N 0.61 0.29 -0.66
C 1.92 -0.34 -0.59
C 1.96 -1.73 -0.17
O 2.77 -2.04 0.68
O 1.34 -2.69 -0.90
C 2.92 0.55 0.05
C 3.03 2.06 -0.43
O 2.72 0.61 1.49
H -1.93 -0.86 -1.74
H -3.03 -1.92 -0.97
H -3.86 -0.37 -1.62
H -3.52 0.58 0.37
H -2.26 -0.81 2.08
H -2.51 -2.17 0.90
H -3.99 -1.26 1.51
H -1.41 1.07 1.51
H -0.95 2.76 -0.18
H -2.58 2.34 0.01
H 0.70 1.20 -1.10
H 2.26 -0.49 -1.65
H 1.86 -3.49 -0.68
H 3.90 0.14 0.11
H 3.12 2.10 -1.50
H 2.21 2.45 -0.16
H 3.85 2.56 0.04
H 2.58 -0.33 1.60

The SMILES is CC(C)[C@H](N)C(=O)N[C@H](C(=O)O)[C@@H](C)O. The orbital gap comes out at 10.05 eV. For the LUMO energy, the calculation gives 0.60 eV. The calculation puts the calculated total energy at -20793.2147 eV. The energy relative to the best compared isomer or geometry (same formula, charge and spin) comes out at 91.0 kcal per mole. The total charge is 0.

Entry 3:
ORCA calculation (ωB97M-V/def2-TZVPD) on 2 unconnected molecules or ions with the total composition C4H9B.

Positions of all 14 atoms, in Å:
C -2.41 1.04 1.06
B -1.78 0.72 -0.12
C -0.86 0.51 -1.29
H -1.79 1.16 2.03
H -3.48 1.33 1.20
H -0.79 -0.58 -1.66
H 0.17 0.70 -1.34
H -1.39 1.12 -2.03
C 2.63 -0.64 0.50
C 1.53 -1.42 0.24
H 2.52 0.40 0.76
H 3.70 -0.87 0.55
H 0.52 -1.06 0.15
H 1.43 -2.41 -0.05

The SMILES is C=BC.C=C. The orbital gap comes out at 8.99 eV. For the LUMO energy, the calculation gives 0.56 eV. The calculation puts the calculated total energy at -4966.7955 eV. The energy relative to the best compared isomer or geometry (same formula, charge and spin) comes out at 57.5 kcal per mole. The total charge is 0.